Entry 1:
Formula: C10H21F3IO3P2Pb
Source: the OMol25 dataset
Level of theory: wB97M-V/def2-TZVPD

Structure (XYZ):
```
41
C10H21F3IO3P2Pb | the OMol25 dataset | wB97M-V/def2-TZVPD
F -3.90 -0.09 3.98
C 0.55 3.45 -1.94
H 1.94 -4.23 0.56
H 1.12 -4.47 -1.64
H -1.76 3.84 -0.30
H 2.75 2.85 0.20
I 3.02 -0.03 -3.10
H 0.54 -0.97 -3.19
H 1.00 -0.26 -4.77
C 0.87 -3.42 -1.88
H -0.93 -3.64 1.37
P 0.37 2.67 -0.29
C -1.97 -1.09 2.82
H 0.02 -3.41 -2.57
C -0.90 3.80 0.38
C 1.02 -0.12 -3.69
H 1.75 3.36 1.61
H 1.93 4.46 0.19
H 1.25 2.87 -2.56
C -2.55 -0.16 3.94
C -0.97 -3.55 0.28
H -0.91 -4.55 -0.19
F -2.08 1.12 3.68
O -0.67 -1.19 2.87
H -1.24 3.45 1.37
O -2.81 1.05 0.25
H 2.70 -2.60 0.56
O -2.74 -1.55 1.98
Pb 0.49 -0.04 1.28
H -0.43 3.49 -2.44
H 0.94 4.47 -1.80
H -1.91 -3.05 0.01
H 1.48 -3.02 1.82
H 0.54 0.82 -3.42
H -0.47 4.81 0.48
C 1.85 3.41 0.51
C 1.77 -3.16 0.77
F -2.11 -0.50 5.17
H 1.73 -2.94 -2.37
P 0.43 -2.53 -0.33
C -1.75 0.64 0.42
```

Computed properties:
Relative energy (zero: lowest compared OMol25 entry of this formula, charge and spin): 0.0 kcal per mole
DFT total energy: -2090.93825 Eh
Total charge: +3
2S+1: 1
Frontier orbital gap (spin up / spin down): 3.1 / 2.9 eV
Highest occupied orbital energy (spin up / spin down): -19.114 / -18.984 eV

Löwdin population analysis, charges in e, atoms 1 to 8: atom 1 (F): 0.186, atom 2 (C): -0.203, atom 3 (H): 0.089, atom 4 (H): 0.094, atom 5 (H): 0.076, atom 6 (H): 0.064, atom 7 (I): 1.050, atom 8 (H): -0.026



Entry 2:
Formula: C10H21F3IO5P2PdS
Source: the OMol25 dataset
Level of theory: wB97M-V/def2-TZVPD

Structure (XYZ):
```
44
C10H21F3IO5P2PdS | the OMol25 dataset | wB97M-V/def2-TZVPD
C 1.05 -0.12 4.59
O -0.82 -2.01 4.39
H -2.77 -1.55 2.21
P 2.20 -0.09 0.32
I -0.09 -0.51 -4.11
C -2.99 -1.56 1.13
H 2.65 0.93 -1.79
H -4.08 -1.59 0.97
H 4.16 1.01 1.13
C 2.82 -1.60 1.09
H 2.59 -1.59 2.16
H 2.32 -2.45 0.62
F 2.19 -0.86 4.46
H 0.80 -0.60 -7.33
H 2.85 2.18 0.81
H -0.99 -0.59 -7.32
O -1.33 0.25 3.54
C -0.11 1.88 1.47
H -2.95 1.23 2.30
F 0.84 0.06 5.92
H -4.12 -0.14 -1.27
C -0.09 0.03 -7.22
H -2.80 0.98 -1.77
S -0.38 -0.86 3.65
C -3.03 0.00 -1.32
O -0.07 1.95 -5.71
H -2.51 -2.42 0.66
C -0.08 0.75 -5.90
P -2.36 -0.05 0.36
O -0.16 2.86 2.08
C 2.87 -0.05 -1.35
C 3.09 1.20 1.23
H 3.95 -0.21 -1.30
H 2.79 1.18 2.29
H -2.55 -0.78 -1.92
O 0.25 -1.17 2.34
H -2.99 2.24 0.82
Pd -0.08 0.31 0.40
F 1.31 1.11 4.07
H 3.91 -1.66 0.93
H -4.32 1.09 1.14
C -3.25 1.27 1.24
H -0.08 0.78 -8.02
H 2.38 -0.82 -1.95
```

Computed properties:
Relative energy (zero: lowest compared OMol25 entry of this formula, charge and spin): 0.0 kcal per mole
DFT total energy: -2574.64915 Eh
Total charge: +3
2S+1: 5
Frontier orbital gap (spin up / spin down): 8.3 / 4.7 eV
Expectation value of S²: 6.048
Highest occupied orbital energy (spin up / spin down): -18.588 / -19.136 eV

Löwdin population analysis, charges in e, atoms 1 to 8: atom 1 (C): -0.561, atom 2 (O): -0.092, atom 3 (H): 0.051, atom 4 (P): 0.790, atom 5 (I): 1.171, atom 6 (C): -0.187, atom 7 (H): 0.061, atom 8 (H): 0.094



Entry 3:
Formula: C10H21GaNTl
Source: the OMol25 dataset
Level of theory: wB97M-V/def2-TZVPD

Structure (XYZ):
```
34
C10H21GaNTl | the OMol25 dataset | wB97M-V/def2-TZVPD
C -1.78 -0.08 -1.67
H -2.46 -1.94 -0.08
N 1.26 2.80 1.42
H 0.71 2.58 2.25
H 1.98 -3.18 0.95
C 1.67 1.77 0.81
C -2.04 1.20 0.51
C -0.30 0.14 -1.65
Tl 2.36 -0.08 3.65
C -2.65 0.19 -0.44
H 0.14 -0.27 -2.55
C 1.42 0.38 1.32
C 2.46 1.94 -0.44
H -3.57 0.63 -0.81
H 3.26 1.21 -0.53
C 1.83 -2.25 -0.93
Ga 0.53 -0.96 -0.04
H -3.05 -1.03 1.31
H -2.02 -1.07 -2.03
H 1.85 1.90 -1.33
H -0.45 -1.84 0.86
C 2.36 -3.07 -0.06
H 2.07 -2.22 -1.98
H -4.08 -1.40 -0.05
H 3.22 -3.66 -0.37
H 0.01 1.17 -1.61
H 2.39 -0.07 1.58
H 0.78 0.38 2.20
H -1.32 1.86 0.05
C -3.08 -1.12 0.23
H -1.54 0.67 1.32
H -2.06 0.66 -2.44
H -2.78 1.83 0.98
H 2.91 2.92 -0.41
```

Computed properties:
DFT total energy: -2544.76345 Eh
Total charge: +2
2S+1: 1
Frontier orbital gap: 4.7 eV
Highest occupied orbital energy: -16.359 eV

Löwdin population analysis, charges in e, atoms 1 to 8: atom 1 (C): -0.155, atom 2 (H): 0.047, atom 3 (N): 0.193, atom 4 (H): 0.063, atom 5 (H): 0.074, atom 6 (C): -0.526, atom 7 (C): -0.050, atom 8 (C): -0.038



Entry 4:
Formula: C10H21IN7O3Sn
Source: the OMol25 dataset
Level of theory: wB97M-V/def2-TZVPD

Structure (XYZ):
```
43
C10H21IN7O3Sn | the OMol25 dataset | wB97M-V/def2-TZVPD
O 0.46 -1.74 0.80
N 1.02 -0.24 -1.43
H 0.07 -0.67 3.28
H 1.73 -3.07 1.76
H 2.32 1.25 1.97
H 2.48 -1.92 0.64
H 2.97 1.31 0.32
C -0.47 1.59 2.42
C -0.66 -1.93 1.68
H -1.68 -0.95 3.32
C -2.53 1.33 -1.13
H -0.85 2.62 0.57
C -0.82 -0.77 2.66
H -1.55 -1.98 1.04
N -4.13 -0.96 -3.07
N -3.29 -0.22 -2.24
N -2.28 -0.76 -1.54
H 0.38 3.41 1.57
O 0.98 1.76 0.45
N 0.58 -0.20 -2.70
O -1.08 0.41 1.91
C 1.55 -0.47 -3.62
I 4.51 -1.15 -3.61
H 2.61 2.83 1.17
H 1.92 -1.35 2.23
N -3.52 1.08 -1.99
H 1.41 -0.03 1.23
H -2.37 2.31 -0.70
N -1.77 0.24 -0.83
H -1.21 2.13 3.01
H -0.40 0.01 -2.86
H 0.38 1.35 3.07
H 2.92 -0.63 -0.66
C 1.71 -2.04 1.40
H 1.34 -0.48 -4.68
C 2.69 -0.70 -2.89
H -5.00 -0.45 -3.16
C 2.32 -0.54 -1.55
C 0.00 2.44 1.24
H -0.57 -2.89 2.21
H -4.36 -1.83 -2.60
C 2.28 1.79 1.02
Sn -0.06 0.09 0.28
```

Computed properties:
DFT total energy: -1513.85399 Eh
Total charge: +1
2S+1: 1
Frontier orbital gap (spin up / spin down): 4.1 / 3.6 eV
Highest occupied orbital energy (spin up / spin down): -6.365 / -5.909 eV

Löwdin population analysis, charges in e, atoms 1 to 8: atom 1 (O): -0.354, atom 2 (N): -0.112, atom 3 (H): 0.135, atom 4 (H): 0.116, atom 5 (H): 0.080, atom 6 (H): 0.088, atom 7 (H): 0.096, atom 8 (C): -0.131



Entry 5:
Formula: C10H21Mg2O5
Source: the OMol25 dataset
Level of theory: wB97M-V/def2-TZVPD

Structure (XYZ):
```
38
C10H21Mg2O5 | the OMol25 dataset | wB97M-V/def2-TZVPD
C -8.45 8.22 -6.32
H -14.60 7.31 -8.02
H -15.73 9.60 -8.55
O -10.79 8.58 -5.47
H -8.84 11.41 -7.51
C -9.40 8.63 -5.27
C -14.16 8.31 -7.91
Mg -12.58 7.67 -4.87
H -14.78 10.16 -7.24
H -8.86 5.68 -11.89
C -8.63 6.35 -11.06
C -15.30 9.27 -7.61
H -9.90 7.79 -12.30
C -9.95 7.33 -9.41
H -16.02 9.01 -6.84
H -10.60 12.46 -9.03
H -10.49 11.15 -10.14
O -9.75 8.21 -10.39
C -8.91 11.33 -8.59
H -8.31 12.21 -8.82
C -9.13 7.71 -11.53
O -11.23 10.63 -8.26
H -7.54 6.36 -10.98
H -8.32 8.96 -7.11
H -8.41 8.44 -11.91
H -8.39 10.45 -8.98
H -7.44 8.08 -5.93
H -9.30 7.91 -4.47
H -13.65 8.57 -8.84
C -9.31 5.94 -9.81
O -10.54 7.74 -8.43
Mg -11.41 8.97 -7.30
H -9.10 9.58 -4.83
H -10.11 5.20 -9.80
O -13.22 8.14 -6.89
H -8.58 5.76 -9.02
C -10.36 11.39 -9.08
H -8.62 7.19 -6.64
```

Computed properties:
Relative energy (zero: lowest compared OMol25 entry of this formula, charge and spin): 31.8 kcal per mole
DFT total energy: -1169.85397 Eh
Total charge: +1
2S+1: 1
Frontier orbital gap: 4.0 eV
Highest occupied orbital energy: -10.331 eV

Löwdin population analysis, charges in e, atoms 1 to 8: atom 1 (C): -0.079, atom 2 (H): 0.110, atom 3 (H): 0.085, atom 4 (O): -0.395, atom 5 (H): 0.066, atom 6 (C): -0.366, atom 7 (C): -0.375, atom 8 (Mg): 1.367



Entry 6:
Formula: C10H21MnO6
Source: the OMol25 dataset
Level of theory: wB97M-V/def2-TZVPD

Structure (XYZ):
```
38
C10H21MnO6 | the OMol25 dataset | wB97M-V/def2-TZVPD
H -1.78 2.54 -3.08
H 2.80 -0.58 -1.95
C -1.09 1.40 1.80
H 2.06 1.63 1.12
O -1.74 -0.42 -1.48
O -1.52 -3.28 -0.71
H -0.79 1.31 -1.07
O -0.32 -3.45 1.03
H 3.75 -1.79 -1.13
H 4.34 -0.05 -1.31
C -1.72 0.26 2.58
H 3.17 1.74 -0.19
O -1.92 -0.83 1.79
C -1.19 0.74 -1.94
H -0.26 0.96 1.23
H 0.72 -0.20 -2.86
O 1.58 -1.17 0.42
C 2.66 -0.40 0.14
C -0.94 -0.03 3.88
H -1.76 1.74 1.00
H -2.90 2.00 -1.69
C 2.36 1.11 0.21
H -1.02 -1.06 4.23
H -2.86 1.18 -3.26
H 0.39 1.46 -3.19
C -0.11 0.49 -3.01
H -2.70 0.65 2.94
H 0.15 0.09 3.77
C -2.24 1.72 -2.52
C -0.97 -4.14 0.08
H -1.17 0.69 4.68
H 1.58 1.28 -0.55
H -0.63 0.17 -3.92
Mn -0.50 -1.49 0.23
C 3.50 -0.73 -1.11
O -1.50 -5.24 0.51
H -0.80 2.32 2.33
H 3.37 -0.60 0.99
```

Computed properties:
DFT total energy: -1995.86561 Eh
Total charge: -3
2S+1: 6
Frontier orbital gap (spin up / spin down): 3.9 / 4.5 eV
Expectation value of S²: 8.754
Highest occupied orbital energy (spin up / spin down): 3.775 / 3.146 eV

Löwdin population analysis, charges in e, atoms 1 to 8: atom 1 (H): 0.039, atom 2 (H): 0.050, atom 3 (C): -0.103, atom 4 (H): 0.052, atom 5 (O): -0.291, atom 6 (O): -0.199, atom 7 (H): 0.084, atom 8 (O): -0.272



Question: Which formula does entry 6 have?
Answer: C10H21MnO6



Question: Which of these has the lowest total charge?
Answer: C10H21MnO6